Below is a structure of composition C66H48N5O3S4V, with properties calculated with ωB97M-V with the def2-TZVPD basis set.

```
127
Properties=species:S:1:pos:R:3:forces:R:3:lowdin_spin:R:1
V -0.480047 2.179927 -0.117227 0.6586 -0.8203 0.0689 2.694
O -1.510357 2.972199 3.724158 0.0025 -0.1524 0.1561 0.023
C -1.435674 2.780741 2.511478 -0.2302 0.2530 -0.2538 0.014
N -0.431613 3.092956 1.681379 -0.6410 0.3277 0.4048 0.008
C 0.675692 3.769129 2.296653 0.2685 -0.1722 0.0192 0.007
C 1.791743 2.794146 2.601159 0.1643 0.2132 0.1257 0.001
C 2.675614 3.036409 3.654754 -0.0852 -0.0814 -0.0723 0.000
C 3.707668 2.152064 3.889463 0.0267 -0.0595 -0.0272 0.000
C 3.835244 1.040638 3.063419 -0.0518 0.0342 -0.0064 0.000
C 2.912705 0.883095 2.047199 0.0640 -0.0501 0.1151 0.001
N 1.911958 1.730307 1.808810 0.0117 0.0496 -0.0024 0.011
C -2.645934 2.218020 1.774127 0.1458 0.2791 0.0411 0.015
C -3.875997 2.123834 2.396688 0.0375 -0.1699 -0.0346 -0.001
C -4.956671 1.669368 1.656311 0.0098 0.0036 0.0353 0.013
C -4.772809 1.335198 0.323202 0.0762 -0.0043 -0.0597 -0.001
C -3.508075 1.471704 -0.226358 -0.1237 -0.1118 -0.0805 0.013
N -2.473051 1.911483 0.480020 -0.2635 0.1466 0.3632 0.005
H 0.377527 4.275958 3.219745 0.0006 -0.0709 -0.0749 0.000
H 1.067458 4.527984 1.607333 0.0048 -0.0560 0.0112 0.001
H 2.530907 3.905713 4.280465 -0.0041 0.0386 0.0206 0.000
H 4.400832 2.318714 4.702564 0.0259 -0.0011 0.0288 0.000
H 4.622079 0.314597 3.206529 0.0434 -0.0397 0.0097 0.000
H 2.971048 0.021538 1.388628 0.0069 -0.0834 -0.0265 0.000
H -3.946527 2.396818 3.438994 0.0004 0.0135 0.0338 0.000
H -5.932696 1.578449 2.114139 -0.0235 0.0022 -0.0050 0.001
H -5.587914 0.977253 -0.287855 -0.0398 -0.0149 -0.0129 0.000
H -3.302425 1.220525 -1.261834 -0.0358 0.0062 0.0277 0.001
S 5.675638 0.666017 -3.581159 0.0405 -0.1352 -0.0769 0.000
C 6.855266 -0.103629 -2.619069 0.0286 0.0201 0.0937 0.000
C 6.567983 -0.007443 -1.291242 -0.0574 0.0391 -0.1177 0.000
C 5.359512 0.697948 -1.052410 0.0773 -0.0993 -0.0606 0.000
C 4.754200 1.111746 -2.205706 -0.2299 0.1821 0.0023 0.000
C 3.477468 1.820755 -2.353933 0.0695 -0.0449 0.1186 0.003
C 2.610136 1.919300 -1.243682 0.0663 -0.0671 0.0350 0.013
N 1.445742 2.520660 -1.278348 -0.4042 0.0863 -0.1693 0.013
C 1.048954 3.081387 -2.448875 -0.4004 0.2661 -0.1260 0.007
C 1.818991 3.035598 -3.610701 0.2609 0.0285 -0.0330 0.003
C 1.353776 3.683882 -4.809581 0.0384 -0.0644 0.1447 -0.005
C 0.192759 4.366466 -4.820311 -0.0498 -0.0077 0.1765 0.001
C -0.628689 4.435417 -3.638998 -0.0180 0.1022 -0.1181 0.000
C -1.838049 5.147539 -3.591423 0.1140 -0.0673 -0.0626 0.032
C -2.577337 5.177518 -2.430715 -0.1467 0.0155 0.2025 0.000
C -2.100061 4.428738 -1.336277 -0.1702 0.0662 0.0292 0.040
N -0.993770 3.719454 -1.369080 0.0672 0.2588 -0.5950 0.008
C -0.226387 3.763536 -2.485782 0.4409 -0.2246 -0.0173 0.020
C -3.840573 5.913769 -2.296240 0.2331 -0.1945 0.0279 0.001
C -4.792066 5.775491 -1.323775 -0.0865 0.1102 -0.0984 -0.003
C -5.892661 6.650473 -1.508293 0.1047 0.0084 -0.0791 0.000
C -5.750006 7.430918 -2.614657 -0.0509 -0.0335 0.0599 -0.003
S -4.290623 7.113256 -3.435128 -0.0363 0.1112 -0.0552 0.000
C 3.060542 2.381037 -3.537982 -0.1155 0.0704 -0.0458 0.009
H 7.707455 -0.568435 -3.081139 0.0895 -0.0412 -0.0357 0.000
H 7.196636 -0.409844 -0.514418 0.0593 -0.0396 0.0592 0.000
H 4.973790 0.897578 -0.064981 -0.0448 0.0199 0.0724 0.000
H 2.864772 1.476627 -0.290174 0.0620 0.0167 -0.1427 0.001
H 1.972969 3.631413 -5.694931 0.0202 -0.0072 -0.0300 0.000
H -0.140897 4.875267 -5.713241 -0.0348 0.0348 -0.0505 0.000
H -2.174127 5.663761 -4.482013 -0.0442 0.0291 -0.0080 0.002
H -2.650501 4.389705 -0.404530 -0.0159 0.0209 -0.0519 0.002
H -4.727707 5.069730 -0.512337 0.0176 -0.0877 0.0849 0.000
H -6.744390 6.695820 -0.850635 -0.0761 0.0133 0.0459 0.000
H -6.424805 8.179345 -2.988528 -0.0707 0.0725 -0.0332 0.000
H 3.681335 2.340927 -4.425144 0.0356 -0.0131 -0.0070 0.000
C -3.932334 -2.741327 6.779733 -0.0250 -0.0253 0.0876 0.000
C -2.989364 -2.221650 5.735353 -0.0744 -0.0706 -0.1068 0.000
C -3.174630 -2.546711 4.390236 0.0453 0.0413 0.0247 0.000
C -2.316284 -2.069010 3.419582 0.0459 0.0905 0.1203 0.000
C -1.252143 -1.257830 3.797814 -0.1993 -0.2974 -0.0372 0.000
C -1.063984 -0.898483 5.121290 -0.0279 -0.0394 0.0156 0.000
C -1.932242 -1.391832 6.083459 0.0782 0.0458 0.0290 0.000
S -0.166748 -0.583389 2.579930 -0.0751 0.3608 -0.1461 0.001
O -1.043965 -0.126191 1.451338 0.2666 0.0282 -0.1182 0.006
C 0.737298 -2.044351 2.041137 0.0588 -0.0072 0.1404 0.000
C 1.869268 -2.287692 2.858517 0.0015 -0.0320 -0.0975 0.000
C 2.763916 -3.255227 2.529951 0.0081 -0.0395 -0.0200 0.000
C 2.595255 -4.017046 1.346474 0.1278 0.0054 0.1091 0.000
C 3.547135 -4.991489 0.958776 -0.0190 0.0016 -0.0094 0.000
C 3.374602 -5.716137 -0.182943 -0.0983 0.0298 -0.0279 0.000
C 2.233253 -5.501750 -0.986506 0.0649 -0.0170 0.0246 0.000
C 1.300000 -4.572112 -0.634360 0.0450 0.0343 0.0349 0.000
C 1.459064 -3.794109 0.542544 -0.0512 0.0307 -0.1276 0.000
C 0.504530 -2.788751 0.913503 -0.0440 -0.1342 -0.0592 0.000
C -0.737665 -2.731865 0.082483 -0.0959 -0.1795 0.2069 0.000
C -1.721375 -3.753792 0.275826 0.0693 -0.0457 0.1398 0.000
C -1.575990 -4.766357 1.264338 -0.0073 0.1473 -0.0491 0.000
C -2.542137 -5.710214 1.442122 -0.1070 -0.0098 -0.0713 0.000
C -3.707732 -5.704514 0.641085 0.0798 -0.0470 0.0935 0.000
C -3.871328 -4.751350 -0.316829 0.0287 0.0927 -0.0654 0.000
C -2.884311 -3.754869 -0.525197 -0.0630 -0.0012 -0.0369 0.000
C -3.047174 -2.758409 -1.518975 0.0073 0.0220 -0.0511 0.000
C -2.099670 -1.800367 -1.709031 -0.0038 -0.1206 0.0554 0.000
C -0.944039 -1.815177 -0.902163 -0.0096 0.2039 -0.1992 0.001
S 0.229739 -0.491463 -1.093939 -0.2191 0.5500 -0.1570 0.011
O -0.589382 0.647281 -1.734054 0.2591 -0.4006 0.5190 0.028
C 1.295252 -1.095470 -2.364812 -0.1312 -0.0408 -0.1329 0.002
C 0.932362 -1.050606 -3.705668 0.1212 -0.1134 0.0516 0.001
C 1.815164 -1.551130 -4.643685 -0.0134 0.0205 -0.0082 0.000
C 3.046405 -2.091644 -4.265035 -0.0417 0.0337 0.0032 0.000
C 3.996013 -2.609805 -5.302030 0.1015 -0.0286 -0.0529 0.000
C 3.387174 -2.105080 -2.919551 0.0483 0.0305 0.1070 0.000
C 2.521379 -1.596657 -1.962432 0.0149 -0.0479 -0.1917 0.001
H -4.623043 -3.467597 6.358608 -0.0362 -0.0416 -0.0148 0.000
H -4.521156 -1.931984 7.212331 -0.0023 0.0401 0.0069 0.000
H -3.390655 -3.220360 7.595355 0.0161 0.0009 0.0118 0.000
H -4.003743 -3.180529 4.105057 -0.0422 -0.0350 -0.0135 0.000
H -2.480037 -2.297988 2.378314 -0.0014 -0.0295 -0.1286 0.000
H -0.264127 -0.224897 5.394790 0.0726 0.0461 0.0123 0.000
H -1.790437 -1.114732 7.119130 0.0061 0.0194 0.0629 0.000
H 2.017692 -1.681830 3.742978 -0.0009 0.0612 0.0494 0.000
H 3.624070 -3.443709 3.159009 0.0335 -0.0112 0.0200 0.000
H 4.412239 -5.153588 1.587052 0.0476 0.0062 0.0465 0.000
H 4.103140 -6.458755 -0.472572 0.0493 -0.0504 -0.0192 0.000
H 2.098488 -6.079323 -1.890056 0.0009 -0.0338 -0.0378 0.000
H 0.435141 -4.419089 -1.263481 -0.0330 0.0164 -0.0323 0.000
H -0.694957 -4.777012 1.889897 0.0475 0.0132 0.0271 0.000
H -2.418189 -6.469212 2.201192 0.0017 -0.0417 0.0329 0.000
H -4.465325 -6.460929 0.790459 -0.0203 -0.0274 0.0122 0.000
H -4.757359 -4.738803 -0.937548 -0.0377 -0.0011 -0.0250 0.000
H -3.942216 -2.767664 -2.127351 -0.0356 -0.0079 -0.0119 0.000
H -2.223854 -1.023363 -2.448764 0.0196 0.0530 -0.0236 0.000
H -0.014641 -0.624994 -4.004046 -0.0815 0.0402 0.0201 0.000
H 1.547352 -1.529490 -5.691823 -0.0117 0.0038 -0.0595 0.000
H 3.469845 -3.141633 -6.092975 -0.0295 -0.0076 -0.0270 0.000
H 4.729575 -3.285069 -4.865222 0.0122 -0.0114 0.0176 0.000
H 4.542495 -1.786179 -5.766455 -0.0025 0.0187 -0.0050 0.000
H 4.347138 -2.500436 -2.612703 0.0361 -0.0150 0.0139 0.000
H 2.801342 -1.594812 -0.917998 0.0035 -0.0015 0.1238 0.000
```
Forces are in eV/Å.

The frontier orbital gap (spin up / spin down) comes out at 0.2241 / 0.2738 hartree. The calculation puts the molar mass at 1138.35 Da. Its total charge is +1. For the energy above the lowest of the compared OMol25 structures with the same formula, charge and spin, the calculation gives 21.83 kcal per mole. As for the LUMO energy (spin up / spin down): -2.58 / -2.69 eV. The largest force on an atom is 1.05 eV/A. The spin multiplicity is 4.